1) The following is a DFT calculation (ωB97M-V with the def2-TZVPD basis set) of the ion C8H12NO2 with charge +1.

XYZ file:
```
23
C8H12NO2 (ωB97M-V with the def2-TZVPD basis set)
C -0.30046 1.40033 -1.83026
C -0.40480 0.55744 -0.54672
C 0.91894 0.45919 0.18479
C 1.25635 0.72560 1.50147
C 2.55860 0.22511 1.70193
C 2.95500 -0.28707 0.49505
O 1.93073 -0.22274 -0.44497
N -0.73051 -0.85581 -0.94936
C -1.99790 -1.26691 -0.22934
C -1.88959 -0.32107 0.99163
O -1.44435 0.83131 0.42014
H -1.26653 1.28231 -2.42345
H 0.61048 1.00556 -2.27396
H -0.39213 2.48317 -1.48365
H 0.72706 0.95795 2.37643
H 3.21351 0.28624 2.56543
H 3.76914 -0.92451 0.19524
H -0.04487 -1.49535 -0.75282
H -0.89792 -0.80632 -1.98804
H -1.90531 -2.36787 -0.10315
H -2.93081 -0.93756 -0.74567
H -2.74305 -0.01886 1.58884
H -0.99156 -0.71016 1.75045
```

Properties
* HOMO energy: -12.6 eV
* total charge: +1
* LUMO level: -0.113 Ha
* structure (SMILES): C[C@]1(c2ccco2)[NH2+]CCO1
* orbital gap: 9.5 eV
* 2S+1: 1

natural (NBO) atomic charge list, values in e, 5 entries: -0.655 0.394 0.171 -0.249 -0.293


2) The following is a DFT calculation (ωB97M-V with the def2-TZVPD basis set) of a cluster of 2 separate species, C8H12NO2 in total.

XYZ file:
```
23
C8H12NO2 (ωB97M-V with the def2-TZVPD basis set)
C -1.43200 0.46427 -3.47019
C -1.80651 0.12837 -2.22760
C 1.07728 -1.19498 -0.31486
C -1.31151 -1.74897 -0.49396
C -0.91169 -0.98330 -1.70270
C -0.21602 -0.63408 -0.29314
C -0.55910 0.34014 0.78798
C 3.39716 0.57671 3.14208
N 2.78757 -0.30618 2.27382
O 1.99196 -1.80591 -0.55267
O 1.90642 -0.07139 1.45343
H -2.05224 1.24516 -3.99705
H -0.65707 0.10980 -4.09312
H -2.52934 0.52511 -1.46696
H -2.18344 -1.57748 0.08390
H -1.21513 -2.86436 -0.49734
H -0.08811 -1.41520 -2.39868
H -1.47382 0.74651 0.59897
H 0.18674 0.98884 0.90351
H -0.77119 -0.14014 1.67332
H 3.31972 0.17142 4.26816
H 2.88853 1.50730 3.09487
H 4.49494 0.71204 2.94723
```

Properties
* HOMO energy (spin up / spin down): -12.9 / -12.9 eV
* total charge: +1
* LUMO level (spin up / spin down): -0.158 / -0.158 Ha
* orbital gap (spin up / spin down): 8.6 / 8.6 eV
* 2S+1: 1

natural (NBO) atomic charge list, values in e, 5 entries: -0.314 -0.234 0.947 -0.352 -0.144


From most stable to least stable, the computed energies give 1), 2).


1) The following is a DFT calculation (ωB97M-V with the def2-TZVPD basis set) of a cluster of 2 separate species, C4H9N3O3 in total.

XYZ file:
```
19
C4H9N3O3 (ωB97M-V with the def2-TZVPD basis set)
C 0.32698 -1.19653 0.33167
C -3.28134 0.72002 -0.43825
C 2.19434 1.15924 -0.37371
C 0.94440 1.22928 0.45926
N 0.64050 2.19260 1.38502
N -0.75682 -2.14612 0.29410
N -0.89847 -2.65492 -1.03412
O -3.52332 1.62106 0.24897
O 0.11591 0.14272 0.72123
O -3.03957 -0.11440 -1.14802
H 1.16793 -1.42590 -0.33065
H 2.31576 2.18128 -0.92912
H 3.05743 0.93386 0.26357
H 2.04635 0.47666 -1.18960
H 1.53539 2.45639 1.97752
H -1.49488 -1.56726 0.58638
H -0.06120 1.87770 2.02205
H -0.96707 -3.69008 -1.13197
H -0.32231 -2.19559 -1.71434
```

Properties
* HOMO energy (spin up / spin down): -6.1 / -6.6 eV
* LUMO level (spin up / spin down): 0.024 / 0.022 Ha
* orbital gap (spin up / spin down): 6.8 / 7.2 eV
* 2S+1: 1

natural (NBO) atomic charge list, values in e, 5 entries: 0.161 1.018 -0.698 0.414 -0.821


2) The following is a DFT calculation (ωB97M-V with the def2-TZVPD basis set) of a structure of composition C4H9N3O3.

XYZ file:
```
19
C4H9N3O3 (ωB97M-V with the def2-TZVPD basis set)
N 2.49809 -1.04990 0.05861
C 1.64077 -0.00584 -0.09735
O 2.05531 1.13550 -0.31886
N 0.30487 -0.29582 0.03731
C -0.20306 -1.66002 0.10908
C -1.67815 -1.58779 -0.27075
N -2.14872 -0.34864 0.35077
C -0.72387 0.76041 -0.05803
O -0.95593 1.28022 -1.16168
H 3.47326 -0.80852 0.16047
H 2.20841 -1.93681 0.45835
H 0.33637 -2.30842 -0.59247
H -0.08885 -2.05773 1.12948
H -1.78608 -1.47409 -1.35517
H -2.23500 -2.46386 0.07870
H -2.93093 0.08820 -0.13064
O -0.68440 1.60736 1.02720
H -2.20089 -0.40728 1.36604
H -0.25906 1.16464 1.77969
```

Properties
* HOMO energy: -9.0 eV
* LUMO level: 0.009 Ha
* orbital gap: 9.3 eV
* 2S+1: 1

natural (NBO) atomic charge list, values in e, 5 entries: -0.847 0.781 -0.632 -0.550 -0.229


From most stable to least stable, the computed energies give 2), 1).


1) The following is a DFT calculation (ωB97M-V with the def2-TZVPD basis set) of a structure of composition C14H17F5N2O2RhTe.

XYZ file:
```
42
C14H17F5N2O2RhTe (ωB97M-V with the def2-TZVPD basis set)
Rh 0.04959 -0.24510 0.35983
C -1.22498 0.49393 -2.40079
N -1.18643 -0.68191 -1.52344
C -0.59313 -1.81602 -2.24220
C -2.53426 -1.03999 -1.04692
C -2.43510 -1.77113 0.24744
C -3.32779 -2.75679 0.64777
C -3.26368 -3.26675 1.93875
C -2.31530 -2.78751 2.83205
C -1.39139 -1.82672 2.42757
C -1.44908 -1.35171 1.13023
H -1.78003 0.25975 -3.31672
H -0.20936 0.78654 -2.65756
H -1.69804 1.32284 -1.88739
H -1.15289 -2.01658 -3.16322
H -0.62197 -2.70682 -1.61477
H 0.43645 -1.58700 -2.49683
H -3.08515 -1.61483 -1.80048
H -3.07895 -0.10967 -0.87266
H -4.08438 -3.11328 -0.04178
H -3.97210 -4.02173 2.25384
H -2.29377 -3.15040 3.85124
H -0.66638 -1.43138 3.12700
O 1.77699 -1.14482 -0.70916
N 2.36523 -2.27491 -0.40306
C 1.71569 -3.23292 0.28670
C 2.30693 -4.45504 0.51619
C 3.59150 -4.69676 0.05517
C 4.26138 -3.67427 -0.59885
C 3.63256 -2.46874 -0.81387
H 0.72697 -2.96260 0.63560
H 1.75343 -5.21075 1.05422
H 4.06267 -5.65624 0.21194
H 5.27506 -3.80485 -0.94834
H 4.07858 -1.62465 -1.31630
F 1.10588 3.49544 1.27957
Te 0.16082 2.09954 2.15081
F 1.36509 2.45002 3.54128
F -0.81379 3.52594 3.04240
F -0.34783 1.75412 -0.16519
F -0.66578 0.91021 3.46404
O 1.30630 0.70183 1.60746
```

Properties
* HOMO energy (spin up / spin down): -8.6 / -9.0 eV
* LUMO level (spin up / spin down): -0.050 / -0.062 Ha
* orbital gap (spin up / spin down): 7.3 / 7.3 eV
* 2S+1: 2

natural (NBO) atomic charge list, values in e, 5 entries: 1.149 -0.418 -0.406 -0.425 -0.243


2) The following is a DFT calculation (ωB97M-V with the def2-TZVPD basis set) of a structure of composition C14H17F5N2O2RhTe.

XYZ file:
```
42
C14H17F5N2O2RhTe (ωB97M-V with the def2-TZVPD basis set)
Rh 0.58042 -0.30665 0.14300
C 0.69326 -2.21050 2.32535
N -0.31289 -1.45932 1.53450
C -1.11340 -0.62875 2.46218
C -1.21585 -2.42949 0.82612
C -1.79963 -1.75392 -0.37407
C -3.00285 -2.10325 -0.96904
C -3.41159 -1.44509 -2.12150
C -2.61701 -0.44626 -2.66890
C -1.41675 -0.09215 -2.06173
C -1.00412 -0.74405 -0.90800
H 0.17187 -2.78062 3.09846
H 1.37283 -1.50059 2.79126
H 1.24239 -2.88645 1.67783
H -1.55046 -1.27962 3.22217
H -1.89794 -0.12059 1.90797
H -0.46613 0.10834 2.92840
H -1.97198 -2.78134 1.53310
H -0.59886 -3.27862 0.53036
H -3.61864 -2.88742 -0.54298
H -4.34577 -1.71520 -2.59592
H -2.93216 0.05482 -3.57586
H -0.79718 0.68034 -2.50878
O -0.41837 1.43845 0.78580
N 0.05253 2.48721 0.10879
C 1.33918 2.85500 0.23957
C 1.80976 3.94638 -0.46236
C 0.95240 4.65889 -1.28254
C -0.37179 4.25642 -1.39093
C -0.80199 3.15628 -0.68638
H 1.93996 2.20834 0.86800
H 2.85094 4.21379 -0.35973
H 1.31039 5.51418 -1.83846
H -1.07320 4.77973 -2.02377
H -1.80225 2.75120 -0.70590
F 3.78808 0.00291 -0.99534
Te 3.50151 -1.56091 0.09006
F 4.18531 -2.45315 -1.39012
F 5.30645 -1.32177 0.74000
F 2.27579 0.17115 1.33837
F 3.48003 -3.34205 0.89236
O 1.68769 -1.75565 -0.58133
```

Properties
* HOMO energy (spin up / spin down): -8.2 / -8.8 eV
* LUMO level (spin up / spin down): -0.035 / -0.049 Ha
* orbital gap (spin up / spin down): 7.2 / 7.5 eV
* 2S+1: 2

natural (NBO) atomic charge list, values in e, 5 entries: 1.116 -0.444 -0.278 -0.426 -0.244


From most stable to least stable, the computed energies give 2), 1).